(1)
Computed, not measured: one molecule with the formula C6H9NO, with ωB97M-V/def2-TZVPD.

Each line ends with the natural charge from an NBO analysis.
Positions of all 17 atoms, in Å:
H (2.53685, 0.84317, 0.17433)  0.202
H (2.59092, -0.73496, 0.98424)  0.198
H (-2.98132, -0.21662, -0.18379)  0.311
C (2.43476, -0.23179, 0.02259)  -0.416
C (-0.07741, 1.07880, 1.04191)  -0.066
C (-0.06405, -0.29752, 0.40800)  0.263
H (3.21054, -0.55855, -0.67021)  0.200
C (-0.23922, 2.14474, 1.58197)  -0.206
H (-2.65894, -0.57440, -1.88045)  0.239
H (1.05654, -1.50470, -0.80771)  0.377
C (-2.24642, -0.65650, -0.87338)  -0.771
H (-2.10770, -1.68396, -0.51685)  0.286
O (-0.42199, -1.26784, 1.17138)  -0.790
H (-0.30269, 3.08557, 2.07310)  0.237
H (-0.86196, 1.02890, -1.23390)  0.204
N (1.12295, -0.52511, -0.55357)  -0.616
C (-0.99088, 0.07079, -0.73765)  0.349

Properties
ΔE to the lowest compared entry with this formula, charge and spin (kJ/mol): 601.4

(2)
Computed, not measured: one molecule with the formula C6H9NO, with ωB97M-V/def2-TZVPD.

Each line ends with the natural charge from an NBO analysis.
Positions of all 17 atoms, in Å:
H (0.28133, -0.33670, -2.05771)  0.169
H (0.24639, 2.21148, 0.53647)  0.186
H (1.26366, 0.06463, 2.16111)  0.213
C (0.67627, -1.10383, 0.18695)  -0.382
C (0.71298, 0.03311, 1.20791)  -0.106
C (0.47955, 1.28343, 0.19498)  0.150
N (-0.60630, -0.45022, 1.64616)  -0.625
H (-1.85464, -1.46228, 0.12965)  0.222
O (1.14084, 1.26488, -1.09750)  -0.562
H (1.18977, -0.86435, -0.85207)  0.199
H (-0.58731, -1.11048, 2.26894)  0.357
C (-0.07192, 0.46668, -1.64649)  -0.041
C (-0.95944, -0.74318, 0.27319)  -0.066
H (0.90072, -1.96388, 0.53505)  0.185
H (-1.81182, 1.06920, -0.41961)  0.225
H (-0.15224, 1.20790, -2.65304)  0.203
C (-0.84783, 0.43360, -0.41400)  -0.326

Properties
SMILES string: C1O[C@H]2[C@@H]1[C@H]1C[C@@H]2N1
ΔE to the lowest compared entry with this formula, charge and spin (kJ/mol): 687.1

(3)
Computed, not measured: one molecule with the formula C6H9NO, with ωB97M-V/def2-TZVPD.

Each line ends with the natural charge from an NBO analysis.
Positions of all 17 atoms, in Å:
H (1.92535, -1.51158, -0.18534)  0.233
C (-1.62884, 1.17600, -0.75525)  -0.106
H (-0.60301, 1.03351, 1.78642)  0.238
H (0.30842, -2.09976, -0.56844)  0.226
H (-2.01213, 0.80836, -1.70334)  0.176
H (-2.37853, 1.36934, 0.00299)  0.180
C (-0.24246, 0.90646, -0.37725)  0.220
H (1.59399, 0.49315, -1.39109)  0.216
C (0.65740, -0.02280, -1.18103)  -0.422
N (0.06832, -1.46798, 2.11082)  -0.620
C (0.14867, 0.70859, 1.07535)  -0.493
H (0.24124, -2.47173, 2.02502)  0.335
H (0.20778, -0.30252, -2.13046)  0.219
C (0.87770, -1.22081, -0.24753)  -0.494
H (1.08027, 1.23611, 1.28944)  0.229
O (-0.62005, 2.14445, -0.86709)  -0.474
C (0.37588, -0.77880, 1.11678)  0.338

Properties
SMILES string: [H]/N=C1\CC[C@@]2(CO2)C1
ΔE to the lowest compared entry with this formula, charge and spin (kJ/mol): 142.0

no.,total energy (eV),M (g/mol)
1,-9899.371,111.14
2,-9898.482,111.14
3,-9904.133,111.14